No. 1
A molecular structure, C2H3N2S. Source: OMol25; level of theory: ωB97M-V/def2-TZVPD.

Its frontier orbital gap (spin up / spin down) is 7.5 / 8.1 eV. The value obtained for the energy is -585.26567 Ha. The maximum force comes out at 5.09 eV/Å.

ORCA input file:
```
! wB97M-V def2-TZVPD RIJCOSX def2/J DEFGRID3
* xyz 1 1
C -0.453 -1.202 -0.055
C 0.688 -0.374 0.048
N -1.614 -0.804 -0.054
N 0.031 1.002 -0.137
S -1.629 0.840 0.021
H 1.139 -0.526 1.012
H 1.247 -0.650 -0.963
H 0.591 1.713 0.129
*
```

No. 2
A molecular structure, C21H24CoN4O3S2. Source: OMol25; level of theory: ωB97M-V/def2-TZVPD.

Its frontier orbital gap (spin up / spin down) is 8.2 / 7.9 eV. The value obtained for the energy is -3438.47377 Ha. The maximum force comes out at 0.48 eV/Å.

ORCA input file:
```
! wB97M-V def2-TZVPD RIJCOSX def2/J DEFGRID3
* xyz 0 2
Co 1.983 -0.054 0.304
N -4.642 -0.971 -3.890
C -3.345 -0.508 -3.682
C -3.116 0.669 -2.971
C -1.823 1.103 -2.730
C -0.746 0.370 -3.196
C -0.961 -0.805 -3.910
C -2.250 -1.244 -4.144
S 0.907 0.904 -2.881
O 0.814 2.202 -2.272
O 1.671 0.731 -4.086
N 1.425 -0.087 -1.717
C 1.950 -1.305 -1.848
N 1.988 -2.098 -2.922
C 2.645 -3.239 -2.766
C 3.254 -3.644 -1.581
C 3.099 -2.801 -0.493
N 2.435 -1.668 -0.624
H -5.355 -0.259 -3.881
H -4.745 -1.589 -4.679
H -3.957 1.250 -2.612
H -1.642 2.020 -2.184
H -0.111 -1.365 -4.278
H -2.417 -2.160 -4.698
H 2.685 -3.881 -3.639
H 3.793 -4.575 -1.509
H 3.488 -3.034 0.490
C 3.025 -0.358 1.913
C 2.558 0.892 2.513
C 1.650 0.918 3.587
C 1.043 2.091 3.976
C 1.297 3.284 3.293
C 2.192 3.281 2.241
C 2.828 2.101 1.860
H 2.824 -1.273 2.466
H 4.046 -0.311 1.523
H 1.435 -0.006 4.112
H 0.362 2.092 4.820
H 0.811 4.202 3.596
H 2.410 4.195 1.705
H 3.552 2.127 1.051
O 0.112 0.688 0.845
S -1.299 0.166 0.847
C -2.213 1.407 1.801
C -2.940 0.672 2.919
C -1.943 -0.365 3.430
C -1.411 -1.065 2.185
H -2.847 1.981 1.130
H -1.418 2.049 2.190
H -3.830 0.170 2.532
H -3.270 1.367 3.691
H -2.397 -1.072 4.124
H -1.120 0.132 3.947
H -2.077 -1.851 1.828
H -0.405 -1.477 2.278
*
```

No. 3
A molecular structure, C4H3O5Tl. Source: OMol25; level of theory: ωB97M-V/def2-TZVPD.

Its frontier orbital gap (spin up / spin down) is 7.7 / 7.7 eV. The value obtained for the energy is -702.82585 Ha. The maximum force comes out at 2.32 eV/Å.

ORCA input file:
```
! wB97M-V def2-TZVPD RIJCOSX def2/J DEFGRID3
* xyz 0 1
C 1.306 -0.614 0.026
C 0.097 -0.904 0.509
O -0.897 0.081 0.362
C -2.171 -0.277 0.194
O -2.639 -1.356 0.445
O -2.737 0.664 -0.553
H 1.753 -1.455 -0.519
H -0.338 -1.894 0.660
H -3.632 0.397 -0.800
O 3.757 0.694 1.018
O 2.247 1.867 -0.202
C 2.726 0.984 0.491
Tl 0.527 1.812 -1.630
*
```

No. 4
A gas-phase ion, C7H19N3 (charge +2). Source: OMol25; level of theory: ωB97M-V/def2-TZVPD.

Its SMILES is C=[NH+]C[NH2+]N(C)C(C)(C)C. Its frontier orbital gap is 7.2 eV. The value obtained for the energy is -441.59401 Ha. The maximum force comes out at 4.64 eV/Å.

ORCA input file:
```
! wB97M-V def2-TZVPD RIJCOSX def2/J DEFGRID3
* xyz 2 1
C 2.273 0.282 1.002
C 3.524 -0.156 -1.106
C -1.925 0.150 -1.496
C -2.317 -0.592 0.781
C -1.376 1.860 0.183
C 0.160 -1.481 -0.563
C -1.296 0.395 -0.119
N 3.009 -0.478 0.048
N 0.801 -0.097 1.245
N 0.078 -0.076 -0.028
H 2.796 0.183 1.958
H 2.148 1.241 0.547
H 3.434 0.735 -1.749
H 4.096 -0.885 -1.570
H -2.826 0.808 -1.677
H -1.178 0.182 -2.178
H -2.322 -0.881 -1.633
H -3.299 -0.138 0.566
H -2.123 -0.691 1.839
H -2.377 -1.525 0.275
H -2.322 2.383 -0.226
H -1.564 1.953 1.289
H -0.439 2.369 -0.215
H -0.748 -1.783 -1.018
H 0.884 -1.548 -1.383
H 0.446 -2.130 0.190
H 3.285 -1.423 0.336
H 0.760 -0.975 1.713
H 0.419 0.599 1.962
*
```

No. 5
C7H8N4O in the gas phase. Source: OMol25; level of theory: ωB97M-V/def2-TZVPD.

Its SMILES is [H]/N=C(/N)N=C=NC1C=COC=C1. Its frontier orbital gap is 9.4 eV. The value obtained for the energy is -565.66255 Ha. The maximum force comes out at 4.42 eV/Å.

ORCA input file:
```
! wB97M-V def2-TZVPD RIJCOSX def2/J DEFGRID3
* xyz 0 1
C -0.325 1.345 0.355
C -2.169 -0.007 0.113
C -2.066 -0.328 -1.358
C -1.419 -0.974 0.913
C -1.002 -0.994 -1.757
C 2.108 1.166 0.470
C -0.181 -1.322 0.419
N -1.538 1.261 0.384
N 2.649 2.271 0.262
N 2.881 0.115 0.793
N 0.743 0.838 0.576
O 0.017 -1.405 -0.986
H -3.177 -0.130 0.460
H -2.791 0.018 -2.003
H -1.766 -1.042 1.917
H -0.974 -1.483 -2.764
H 0.708 -1.716 0.797
H 2.035 2.934 -0.240
H 3.773 0.195 0.544
H 2.494 -0.741 1.103
*
```